ORCA calculation (wB97M-V/def2-TZVPD) on a cluster of 2 separate species, C28H55N3O6S2 in total in a non-equilibrium geometry.

The geometry in ORCA input format:
```
! RIJCOSX wB97M-V def2-TZVPD def2/J DEFGRID3
* xyz 1 2
C -2.823 -1.938 -0.232
C -2.192 -0.549 -0.232
C -0.665 -0.677 -0.415
O -0.130 -1.018 0.859
C 1.171 -0.619 1.047
O 1.508 0.513 0.860
C 2.163 -1.669 1.552
S 3.570 -1.948 0.454
C 2.874 -2.822 -1.023
C 1.655 -3.698 -0.676
C 1.918 -4.935 0.236
O 3.239 -5.032 0.701
C 0.870 -5.011 1.374
N 0.249 -6.333 1.521
C 3.996 -3.578 -1.762
C 3.890 -3.564 -3.295
C 5.098 -4.362 -3.825
C 2.628 -4.276 -3.849
N 3.973 -2.173 -3.839
O 5.103 -1.829 -4.324
C 3.377 -1.130 -2.964
C 4.482 -0.294 -2.274
C 2.606 -0.152 -3.901
C 2.345 -1.697 -1.990
O -2.616 0.297 -1.308
C -3.874 0.032 -1.813
O -4.039 -0.521 -2.846
C -4.986 0.597 -0.939
S -5.968 1.790 -1.929
H -2.765 -2.410 -1.211
H -2.292 -2.585 0.468
H -3.853 -1.884 0.127
H -2.320 -0.069 0.745
H -0.488 -1.451 -1.164
H -0.290 0.273 -0.795
H 2.593 -1.252 2.462
H 1.631 -2.575 1.842
H 0.875 -3.040 -0.293
H 1.276 -4.076 -1.627
H 1.741 -5.823 -0.377
H 3.306 -4.637 1.572
H 1.373 -4.740 2.314
H 0.077 -4.270 1.240
H 0.649 -7.015 0.898
H 0.315 -6.648 2.474
H 4.055 -4.621 -1.453
H 4.951 -3.135 -1.463
H 4.916 -5.409 -3.555
H 5.140 -4.328 -4.909
H 6.032 -4.067 -3.356
H 2.299 -5.038 -3.146
H 1.838 -3.570 -4.101
H 2.913 -4.768 -4.778
H 5.335 -0.891 -1.960
H 4.800 0.524 -2.912
H 4.048 0.160 -1.381
H 2.002 -0.731 -4.599
H 1.967 0.500 -3.303
H 3.325 0.458 -4.443
H 1.914 -0.869 -1.433
H 1.528 -2.149 -2.564
H -5.647 -0.211 -0.634
H -4.544 1.111 -0.089
H -7.202 1.668 -1.396
C -1.078 7.233 3.734
C -2.568 7.216 3.406
C -3.333 5.997 3.936
C -2.802 4.592 3.672
N -2.994 4.011 2.289
C -2.185 4.691 1.209
C -0.795 4.110 1.352
C -1.064 2.628 1.619
C -2.442 2.581 2.291
C -4.442 3.987 1.922
H -0.571 6.306 3.462
H -0.583 8.038 3.192
H -0.916 7.404 4.799
H -2.720 7.337 2.332
H -3.025 8.102 3.850
H -4.378 6.069 3.626
H -3.358 6.085 5.026
H -3.340 3.908 4.329
H -1.745 4.498 3.915
H -2.627 4.404 0.255
H -2.241 5.768 1.314
H -0.263 4.564 2.188
H -0.193 4.271 0.460
H -0.291 2.180 2.239
H -1.088 2.067 0.685
H -2.408 2.227 3.318
H -3.134 1.961 1.728
H -4.803 5.005 1.807
H -4.993 3.464 2.700
H -4.536 3.460 0.977
*
```

Computed properties:
E_LUMO (alpha / beta)	-2.380 / -2.380	eV
HOMO (alpha / beta)	-9.622 / -10.494	eV

ORCA calculation (wB97M-V/def2-TZVPD) on the molecule C6H9BO2S in a non-equilibrium geometry.

The geometry in ORCA input format:
```
! RIJCOSX wB97M-V def2-TZVPD def2/J DEFGRID3
* xyz 0 1
O -1.246 -0.366 -2.252
B -0.504 0.552 -1.661
O -0.681 1.895 -1.862
C 0.412 -0.120 -0.543
S 1.692 -1.079 -1.500
C 1.197 0.882 0.296
C 0.795 1.079 1.577
C -0.237 0.350 2.288
C -0.744 -0.734 1.684
C -0.409 -1.171 0.305
H -1.859 -0.162 -2.926
H -1.150 2.294 -2.641
H 2.211 -1.969 -0.476
H 2.150 1.344 -0.093
H 1.338 1.861 2.143
H -0.581 0.437 3.351
H -1.252 -1.536 2.263
H 0.211 -2.103 0.429
H -1.344 -1.456 -0.383
*
```

Computed properties:
E_LUMO	0.201	eV
HOMO	-8.007	eV
SMILES	OB(O)[C@@]1(S)C=CC=CC1
relative energy (zero: lowest compared OMol25 entry of this formula, charge and spin)	0.0000	eV

ORCA calculation (wB97M-V/def2-TZVPD) on the ion C3HNOS3 with charge -2 in a non-equilibrium geometry.

The geometry in ORCA input format:
```
! RIJCOSX wB97M-V def2-TZVPD def2/J DEFGRID3
* xyz -2 3
C -0.439 -1.136 -0.536
C 0.389 -0.510 1.830
C -0.050 1.343 -0.350
N 0.001 0.104 -0.970
O 0.103 2.392 -0.922
S -0.044 -2.167 -1.818
S -0.103 -1.106 3.284
S -0.286 1.177 1.417
H 0.429 -0.097 -1.935
*
```

Computed properties:
E_LUMO (alpha / beta)	5.821 / 5.661	eV
HOMO (alpha / beta)	2.093 / 0.276	eV
relative energy (zero: lowest compared OMol25 entry of this formula, charge and spin)	0.1660	eV